1.
C31H43F12N2O8 | the ωB97M-V functional and the def2-TZVPD basis

Results
**Charge**: -1
**Frontier orbital gap**: 5.78 eV
**Strongest force on any atom**: 0.0882 Eh/bohr

```
96
Properties=species:S:1:pos:R:3:lowdin_charge:R:1
C -2.495 -4.820 -2.246 -0.0911
C -1.346 -5.389 -1.253 -0.2715
C -1.829 -6.548 -0.229 -0.0883
C -0.009 -4.857 -1.272 -0.0920
C 1.028 -5.059 -2.465 -0.1954
C 2.485 -4.424 -2.176 -0.1845
C 2.418 -2.843 -1.882 -0.3312
C 3.048 -2.057 -3.150 -0.1035
C 3.299 -2.383 -0.590 -0.1600
C 2.387 -1.854 0.637 -0.3231
N 2.487 -0.392 0.869 -0.0841
C 1.530 0.340 0.101 -0.2936
C 1.855 1.649 -0.717 -0.0631
C 0.853 2.482 -1.514 -0.1923
N -0.517 2.114 -1.567 -0.0789
C -0.861 0.921 -0.861 -0.2090
C -0.014 -0.026 -0.012 -0.0427
H -3.529 -4.978 -1.772 0.0694
H -2.498 -5.377 -3.241 0.0655
H -2.306 -3.698 -2.359 0.0780
H -1.721 -6.174 0.853 0.0720
H -1.265 -7.520 -0.394 0.0730
H -2.960 -6.706 -0.387 0.0652
H 0.355 -4.240 -0.371 0.0962
H 0.599 -4.616 -3.438 0.1118
H 1.177 -6.180 -2.652 0.1059
H 3.112 -4.582 -3.127 0.1001
H 2.948 -5.046 -1.342 0.1016
H 1.351 -2.469 -1.696 0.1212
H 3.402 -1.021 -2.815 0.0742
H 2.225 -1.935 -3.934 0.0723
H 3.898 -2.665 -3.621 0.0701
H 3.854 -3.343 -0.256 0.0926
H 4.107 -1.623 -0.841 0.0968
H 1.326 -2.264 0.521 0.0670
H 2.817 -2.363 1.584 0.0915
H 2.941 2.021 -0.691 0.0654
H 1.198 3.433 -2.051 0.0795
H -1.970 0.615 -0.945 0.0779
H -0.437 -0.946 0.521 0.0744
C -2.633 3.679 1.261 -0.0613
C -3.293 4.085 -0.037 -0.2030
O -4.695 4.352 0.157 0.0218
C -5.004 5.572 0.634 -0.3787
O -4.195 6.421 0.903 0.1588
C -6.519 5.732 0.744 -0.5145
F -7.115 4.654 1.292 0.1509
F -7.091 5.911 -0.466 0.1500
F -6.877 6.788 1.496 0.1511
H -3.158 2.832 1.709 0.0863
H -1.591 3.401 1.089 0.0746
H -2.658 4.489 1.993 0.0754
H -3.226 3.262 -0.751 0.1137
H -2.794 4.946 -0.489 0.1254
C 1.171 -3.850 5.903 -0.0566
C 0.190 -4.945 5.541 -0.2052
O 0.316 -5.293 4.154 0.0252
C 1.311 -6.145 3.845 -0.3680
O 2.079 -6.610 4.647 0.1591
C 1.296 -6.460 2.352 -0.5088
F 1.128 -5.359 1.591 0.1435
F 0.292 -7.304 2.030 0.1422
F 2.433 -7.042 1.932 0.1572
H 1.048 -2.991 5.239 0.0753
H 1.023 -3.524 6.935 0.0837
H 2.202 -4.193 5.793 0.0793
H -0.832 -4.586 5.682 0.1252
H 0.312 -5.825 6.178 0.1230
C 2.051 4.296 4.077 -0.0669
C 1.945 2.932 3.425 -0.1974
O 1.582 1.934 4.393 0.0272
C 0.271 1.843 4.683 -0.3724
O -0.581 2.537 4.196 0.1592
C 0.024 0.713 5.676 -0.5133
F 0.913 0.712 6.693 0.1472
F 0.120 -0.492 5.083 0.1557
F -1.196 0.768 6.242 0.1510
H 2.740 4.264 4.926 0.0784
H 2.406 5.039 3.360 0.0809
H 1.083 4.624 4.465 0.0733
H 2.917 2.639 3.024 0.1295
H 1.242 2.936 2.588 0.1223
C -1.170 4.025 -5.048 -0.0605
C -1.340 4.916 -6.262 -0.2081
O -0.573 6.123 -6.120 0.0199
C 0.734 6.033 -6.433 -0.3729
O 1.274 5.025 -6.807 0.1665
C 1.414 7.392 -6.284 -0.5150
F 1.064 8.022 -5.144 0.1543
F 1.090 8.225 -7.296 0.1504
F 2.755 7.304 -6.274 0.1568
H -1.414 4.571 -4.134 0.0825
H -1.815 3.147 -5.119 0.0856
H -0.136 3.687 -4.949 0.0772
H -2.386 5.218 -6.352 0.1225
H -1.077 4.394 -7.187 0.1234
```

***

2.
C31H43IN4O2S | the ωB97M-V functional and the def2-TZVPD basis

Results
**SMILES**: C#CN1c2c(cc(NCC)c([C@@H](C)CCC)c2NCC)Sc2c(CCO)cc(CCC(N)=O)c(C[C@@H](C)I)c21
**Frontier orbital gap**: 7.56 eV
**Strongest force on any atom**: 0.1946 Eh/bohr

```
82
Properties=species:S:1:pos:R:3:lowdin_charge:R:1
C 1.072 0.774 4.487 0.0618
C 0.992 0.685 3.070 -0.1044
N 0.733 0.374 1.596 -0.1157
C -0.642 -0.230 1.404 -0.1013
C -1.002 -1.800 1.813 -0.3543
C -2.516 -2.392 1.604 -0.0144
C -3.687 -1.394 0.954 -0.1407
N -5.061 -2.004 0.787 -0.0738
C -4.812 -3.237 -0.105 -0.2910
C -6.027 -3.532 -1.166 -0.1325
C -3.397 0.161 0.522 0.0045
C -4.483 1.232 -0.079 -0.3363
C -5.612 0.595 -1.082 -0.1075
C -5.078 2.084 1.190 -0.1695
C -5.426 3.629 0.683 -0.2480
C -4.490 4.780 1.381 -0.1623
C -1.843 0.734 0.753 -0.0423
N -1.429 2.146 0.404 -0.0601
C -0.652 2.206 -0.892 -0.2642
C -1.552 2.545 -2.225 -0.1307
S 0.462 -2.816 2.498 0.8143
C 1.924 -2.157 1.458 -0.2945
C 3.167 -3.105 0.962 -0.1473
C 3.209 -4.698 1.349 -0.1515
C 3.194 -5.533 -0.087 -0.2331
O 1.942 -6.312 -0.104 -0.1440
C 4.347 -2.405 0.066 0.0287
C 4.338 -0.776 -0.316 -0.1088
C 5.621 -0.250 -1.201 -0.1730
C 5.213 0.603 -2.550 -0.1320
C 6.523 0.503 -3.577 -0.3113
N 6.718 -0.750 -4.445 0.0449
O 7.447 1.467 -3.649 -0.0340
C 3.096 0.143 0.236 -0.1261
C 3.047 1.762 -0.059 -0.2054
C 4.314 2.426 0.800 -0.6660
C 4.015 3.996 1.257 -0.1929
I 4.710 1.315 2.692 0.7891
C 1.847 -0.532 1.118 -0.1250
H 1.285 0.551 5.632 0.0620
H -2.745 -3.522 1.912 0.1011
H -5.421 -2.350 1.704 0.1121
H -3.836 -3.046 -0.765 0.1289
H -4.541 -4.173 0.583 0.1127
H -5.818 -4.614 -1.625 0.0840
H -7.108 -3.419 -0.731 0.0772
H -5.867 -2.786 -2.082 0.0761
H -3.856 2.007 -0.736 0.1058
H -6.447 0.019 -0.459 0.0844
H -6.193 1.466 -1.648 0.0851
H -5.081 -0.109 -1.879 0.0887
H -4.174 2.215 1.959 0.1114
H -5.956 1.570 1.769 0.1211
H -6.553 3.902 0.919 0.1080
H -5.248 3.717 -0.488 0.1056
H -5.151 5.748 1.579 0.0783
H -3.604 5.156 0.678 0.0764
H -4.025 4.488 2.414 0.0751
H -2.217 2.828 0.443 0.0876
H 0.224 3.000 -0.742 0.1113
H -0.212 1.109 -1.066 0.1307
H -2.316 3.422 -2.093 0.0721
H -2.089 1.578 -2.656 0.0856
H -0.774 2.867 -3.071 0.0842
H 2.275 -5.056 1.994 0.1083
H 4.159 -4.920 1.999 0.1178
H 4.157 -6.203 -0.132 0.1228
H 3.163 -4.746 -0.955 0.1180
H 1.540 -6.269 -1.031 0.1108
H 5.236 -3.066 -0.327 0.0987
H 6.233 -1.194 -1.566 0.1064
H 6.371 0.429 -0.588 0.1265
H 4.989 1.743 -2.305 0.1094
H 4.221 0.205 -3.077 0.1307
H 5.768 -1.027 -4.810 0.0810
H 6.991 -1.518 -3.787 0.0743
H 3.111 1.975 -1.208 0.1050
H 2.073 2.296 0.342 0.0939
H 5.304 2.364 0.158 0.0733
H 3.036 4.430 0.779 0.0786
H 4.979 4.646 0.994 0.0905
H 3.896 4.050 2.421 0.0391
```

***

3.
C31H44BNO8 | the ωB97M-V functional and the def2-TZVPD basis

Results
**SMILES**: COB(O)c1ccc(COc2cc(C)ccc2C(C)C)c2c1C(=O)N(CCCO)C2=O.C1CCOC1.C1CCOC1
**Frontier orbital gap**: 7.56 eV
**Strongest force on any atom**: 0.0999 Eh/bohr

```
85
Properties=species:S:1:pos:R:3:lowdin_charge:R:1
C 3.293 -2.893 -0.353 -0.0893
O 3.661 -2.018 0.749 -0.0846
B 3.135 -0.668 0.558 -0.4974
O 4.091 0.350 0.228 0.0997
C 1.549 -0.462 0.791 0.0246
C 0.810 -1.379 1.830 0.0312
C -0.730 -1.260 2.132 0.0343
C -1.544 -0.141 1.391 -0.0544
C -3.108 0.091 1.601 -0.1325
O -3.943 -0.535 0.590 -0.1186
C -3.383 -1.749 0.101 -0.1603
C -3.406 -3.028 0.996 0.0279
C -2.866 -4.415 0.562 -0.2160
C -2.936 -5.745 1.476 -0.0986
C -2.213 -4.565 -0.834 -0.0384
C -2.170 -3.303 -1.771 -0.0089
C -2.762 -1.913 -1.338 -0.0426
C -2.715 -0.687 -2.387 -0.3354
C -2.500 -1.204 -3.921 -0.1096
C -4.050 0.200 -2.403 -0.0904
C -0.751 0.727 0.393 0.0312
C 0.753 0.623 0.023 0.0429
C 1.178 1.674 -1.094 -0.2708
O 2.279 1.660 -1.682 0.0869
N 0.001 2.537 -1.243 0.0419
C -0.579 2.718 -2.622 -0.1419
C 0.473 3.151 -3.748 -0.1364
C 0.682 2.081 -4.929 -0.2389
O 0.327 0.715 -4.585 -0.1218
C -1.174 1.944 -0.536 -0.3098
O -2.377 2.302 -0.564 0.0532
H 2.181 -3.152 -0.348 0.0978
H 3.659 -2.408 -1.326 0.1055
H 3.867 -3.881 -0.185 0.1079
H 4.587 -0.004 -0.556 0.1140
H 1.392 -2.177 2.404 0.1095
H -1.216 -1.972 2.895 0.1088
H -3.391 -0.370 2.617 0.1335
H -3.299 1.229 1.588 0.1240
H -3.879 -2.955 2.029 0.1069
H -2.509 -6.613 0.851 0.0716
H -4.049 -6.008 1.641 0.0848
H -2.344 -5.659 2.445 0.0738
H -1.782 -5.561 -1.222 0.0941
H -1.676 -3.478 -2.790 0.0857
H -1.759 -0.103 -2.136 0.1074
H -2.732 -0.352 -4.655 0.0738
H -3.240 -2.058 -4.082 0.0862
H -1.409 -1.559 -4.075 0.0809
H -4.983 -0.442 -2.575 0.0968
H -4.216 0.838 -1.473 0.0637
H -3.932 0.946 -3.281 0.0825
H -1.339 3.586 -2.537 0.1380
H -1.196 1.791 -2.868 0.1086
H 1.502 3.453 -3.316 0.1152
H 0.079 4.117 -4.251 0.1137
H 0.082 2.447 -5.836 0.1191
H 1.788 2.051 -5.267 0.1269
H -0.497 0.542 -5.105 0.0774
C 8.152 0.862 -0.580 -0.1782
C 7.918 0.292 0.802 -0.1771
C 7.934 -1.200 0.534 -0.1992
O 8.814 -1.413 -0.578 -0.1398
C 9.116 -0.145 -1.176 -0.2079
H 8.548 1.879 -0.574 0.1146
H 7.214 0.862 -1.145 0.1095
H 8.750 0.563 1.460 0.1160
H 6.991 0.632 1.266 0.1103
H 6.940 -1.563 0.251 0.1102
H 8.283 -1.776 1.394 0.1183
H 10.154 0.104 -0.928 0.1162
H 9.027 -0.220 -2.262 0.1158
C -4.495 4.338 4.426 -0.1771
C -4.727 3.769 5.807 -0.1802
C -4.711 2.277 5.541 -0.2048
O -3.832 2.063 4.428 -0.1522
C -3.531 3.331 3.829 -0.2058
H -4.099 5.355 4.430 0.1152
H -5.433 4.337 3.861 0.1176
H -3.895 4.040 6.465 0.1160
H -5.654 4.109 6.273 0.1142
H -5.705 1.913 5.258 0.1178
H -4.361 1.701 6.401 0.1168
H -2.494 3.580 4.076 0.1206
H -3.622 3.256 2.743 0.1078
```

***

4.
C31H44Br2FeN3O3SSi4Te | the ωB97M-V functional and the def2-TZVPD basis

Results
**Spin multiplicity**: 5
**ΔE to the lowest compared entry with this formula, charge and spin**: 18.2 kJ/mol
**Expectation value of S²**: 6.010
**Charge**: -1
**Frontier orbital gap (spin up / spin down)**: 6.28 / 6.21 eV
**Strongest force on any atom**: 0.0288 Eh/bohr

```
90
Properties=species:S:1:pos:R:3:mulliken_spin:R:1
Fe 1.516 -0.308 -1.100 3.7422
C 5.090 6.645 -2.139 -0.0001
C 4.376 5.493 -1.517 0.0006
C 4.141 4.347 -2.245 0.0009
C 3.444 3.284 -1.703 0.0014
C 2.987 3.407 -0.396 0.0014
C 3.227 4.549 0.362 0.0002
C 3.929 5.603 -0.207 0.0002
S 1.854 2.217 0.172 -0.0084
O 2.624 0.992 0.449 0.0344
O 1.197 2.855 1.284 0.0009
N 0.941 1.845 -1.067 0.0359
C -0.221 2.571 -1.260 -0.0244
C -0.232 3.976 -1.055 0.0064
C -1.417 4.657 -1.154 -0.0003
C -2.569 3.972 -1.498 0.0019
C -2.460 2.620 -1.728 -0.0012
N -1.332 1.918 -1.644 -0.0007
H 6.031 6.298 -2.603 0.0000
H 5.322 7.397 -1.396 0.0000
H 4.494 7.127 -2.913 0.0001
H 4.521 4.292 -3.253 0.0000
H 3.256 2.379 -2.270 0.0012
H 2.825 4.636 1.374 0.0002
H 4.146 6.506 0.372 0.0000
H 0.691 4.470 -0.804 -0.0010
H -1.393 5.720 -0.962 0.0000
H -3.540 4.457 -1.555 0.0004
H -3.330 2.059 -2.035 -0.0005
C 1.000 -3.829 -0.242 0.0021
C 2.333 -3.265 0.060 -0.0106
C 3.182 -3.830 1.020 -0.0042
C 4.394 -3.253 1.292 0.0043
C 4.838 -2.162 0.521 -0.0059
C 6.100 -1.524 0.596 0.0097
Br 7.377 -2.181 1.874 0.0005
C 6.402 -0.484 -0.234 -0.0029
C 5.457 0.001 -1.162 0.0087
Br 6.105 1.415 -2.259 0.0011
C 4.168 -0.515 -1.253 0.0076
O 3.211 -0.097 -2.000 0.0688
C 3.906 -1.646 -0.408 -0.0037
N 2.679 -2.169 -0.588 0.0331
H 0.880 -4.830 0.154 -0.0003
H 0.833 -3.865 -1.320 0.0010
H 0.238 -3.181 0.169 -0.0022
H 2.876 -4.722 1.547 -0.0007
H 5.065 -3.674 2.030 0.0002
H 7.366 0.001 -0.195 -0.0003
C -3.877 -3.730 2.918 0.0005
Si -2.280 -3.323 1.968 -0.0037
C -0.872 -3.179 3.232 0.0028
C -2.020 -4.926 0.965 0.0001
Si -2.375 -1.343 0.712 -0.0019
Te -0.218 -0.267 1.112 0.0560
Si -3.832 0.084 1.824 0.0051
C -3.621 0.037 3.724 0.0020
C -3.665 1.926 1.390 0.0015
C -5.618 -0.382 1.427 0.0012
Si -2.932 -1.771 -1.477 0.0015
C -3.899 -0.448 -2.434 -0.0006
C -4.004 -3.357 -1.541 0.0007
C -1.374 -2.115 -2.520 0.0380
H -3.687 -4.629 3.518 -0.0001
H -4.690 -3.917 2.230 0.0001
H -4.165 -2.925 3.595 -0.0001
H -0.823 -4.112 3.797 0.0004
H -1.081 -2.351 3.909 -0.0009
H 0.085 -3.011 2.745 0.0003
H -2.990 -5.380 0.788 0.0000
H -1.436 -5.634 1.554 0.0000
H -1.523 -4.801 0.011 -0.0001
H -2.638 0.456 3.958 -0.0004
H -3.691 -0.976 4.135 -0.0002
H -4.407 0.636 4.191 0.0002
H -2.604 2.198 1.398 0.0001
H -4.150 2.564 2.126 0.0002
H -4.058 2.143 0.416 0.0000
H -5.815 -1.444 1.566 -0.0002
H -5.847 -0.161 0.387 -0.0001
H -6.347 0.164 2.028 0.0000
H -4.682 0.017 -1.846 0.0000
H -4.367 -0.880 -3.322 0.0001
H -3.182 0.307 -2.752 0.0003
H -4.943 -3.253 -1.002 0.0001
H -3.467 -4.181 -1.057 -0.0006
H -4.239 -3.644 -2.561 0.0001
H -0.631 -1.325 -2.422 0.0019
H -1.641 -2.177 -3.569 0.0008
H -0.922 -3.067 -2.234 -0.0030
```

***

5.
C31H44BrMgN3P2 | the ωB97M-V functional and the def2-TZVPD basis

Results
**ΔE to the lowest compared entry with this formula, charge and spin**: 0.0 kJ/mol
**Charge**: +2
**Frontier orbital gap (spin up / spin down)**: 4.46 / 4.62 eV
**Strongest force on any atom**: 0.0796 Eh/bohr

```
82
Properties=species:S:1:pos:R:3:lowdin_charge:R:1
N 0.472 2.539 -10.181 0.0811
C 1.662 2.173 -9.706 -0.1039
C 1.900 2.019 -8.330 0.0062
C 0.832 2.209 -7.427 -0.2059
C -0.425 2.564 -7.958 0.0003
C -0.543 2.751 -9.346 -0.1064
C 1.031 1.988 -5.986 0.0411
Mg 1.047 0.020 0.968 0.2638
P -1.578 -4.928 3.756 1.2190
C 0.175 1.275 -5.207 0.0267
C 0.383 0.988 -3.802 -0.1796
C -0.585 0.248 -3.089 0.0121
C -0.393 -0.065 -1.732 -0.1121
C 0.752 0.391 -1.107 -0.2200
C 1.726 1.109 -1.761 -0.1003
C 1.543 1.420 -3.123 0.0238
Br 0.745 -0.946 3.184 0.2233
H 1.953 2.402 -5.565 0.1278
H -0.717 0.840 -5.674 0.1381
H 2.884 1.708 -7.978 0.1196
H -1.294 2.711 -7.316 0.1176
H 2.467 1.992 -10.421 0.1204
H -1.494 3.070 -9.776 0.1195
H -1.490 -0.075 -3.601 0.1251
H 2.301 1.997 -3.648 0.1131
H -1.144 -0.658 -1.207 0.0999
H 2.634 1.449 -1.261 0.0977
P -1.080 1.451 1.375 0.8754
C -0.276 -5.222 2.478 -0.3702
C -0.212 -6.701 2.087 -0.1444
H 0.669 -4.890 2.923 0.0906
H -0.501 -4.588 1.610 0.0972
H 0.774 -6.927 1.669 0.0839
H -0.374 -7.353 2.954 0.0720
H -0.957 -6.954 1.323 0.0802
C -2.912 -4.267 2.660 -0.3752
C -4.309 -4.448 3.256 -0.1418
H -2.818 -4.820 1.715 0.0880
H -2.691 -3.207 2.477 0.0870
H -5.054 -4.398 2.454 0.0835
H -4.414 -5.419 3.756 0.0741
H -4.547 -3.658 3.978 0.0802
C -0.977 -3.359 4.496 -0.4565
C -0.304 -3.569 5.848 -0.1430
H -1.829 -2.672 4.569 0.0905
H -0.260 -2.923 3.770 -0.0811
H -0.274 -2.618 6.391 0.0841
H -0.856 -4.300 6.445 0.0718
H 0.733 -3.911 5.739 0.0847
C -1.046 2.208 3.050 -0.4082
C -1.422 3.681 3.181 -0.1318
H -0.033 2.021 3.441 0.0479
H -1.719 1.587 3.656 0.0752
H -0.696 4.341 2.693 0.0634
H -2.418 3.885 2.772 0.0767
H -1.444 3.938 4.247 0.0848
C -2.622 0.458 1.408 -0.3906
C -3.613 0.631 0.256 -0.1389
H -3.098 0.675 2.375 0.0806
H -2.266 -0.585 1.449 0.0506
H -4.307 1.460 0.440 0.0865
H -3.128 0.795 -0.713 0.0470
H -4.211 -0.284 0.175 0.0764
C -1.381 2.800 0.180 -0.3862
C -0.114 3.626 -0.053 -0.1385
H -2.221 3.409 0.550 0.0903
H -1.686 2.314 -0.759 0.0639
H -0.030 3.910 -1.110 0.0815
H -0.115 4.553 0.538 0.0754
H 0.804 3.075 0.196 0.0228
N 6.779 -1.382 2.855 0.1929
C 6.043 -0.524 2.562 -0.1500
C 5.101 0.511 2.214 -0.1839
C 5.365 1.867 2.453 0.0275
C 4.378 2.802 2.185 -0.0069
C 3.138 2.362 1.705 -0.0884
N 2.892 1.064 1.467 -0.0250
C 3.870 0.150 1.682 -0.0810
H 6.323 2.169 2.869 0.1399
H 4.527 3.870 2.370 0.1283
H 2.338 3.084 1.521 0.1088
H 3.639 -0.907 1.466 0.1299
```